(1)
The following is a quantum chemistry calculation of a 5-piece molecular cluster, C15H39BrFNO6S overall, from the Open Molecules 2025 dataset.

The value obtained for the calculated total energy is -4173.1815 hartree. The SMILES is CC[C@@H](Br)NS(=O)(=O)F.CC(C)O.CC(C)O.CC(C)O.CC(C)O. The highest occupied orbital energy comes out at -10.227 eV. As for the spin multiplicity: 1. Its HOMO-LUMO gap is 0.397 hartree. As for the charge: 0.

Last column: Löwdin charge in e.
CARTESIAN COORDINATES (ANGSTROEM)
C (1.10729, 0.18756, 0.40113)  -0.091
C (-0.00796, -0.15893, 1.37855)  -0.279
C (-1.18574, -0.87919, 0.71892)  -0.721
Br (-1.02177, -2.81352, 0.87869)  0.801
N (-2.48001, -0.50246, 1.31502)  -0.158
S (-3.43957, 0.52495, 0.52840)  0.570
O (-4.68575, 0.57832, 1.19405)  -0.230
O (-2.69366, 1.66022, 0.12455)  -0.237
F (-3.70879, -0.25508, -0.82296)  -0.152
H (1.79511, 0.89529, 0.86287)  0.063
H (0.70760, 0.63245, -0.50792)  0.046
H (1.68173, -0.70033, 0.12289)  0.082
H (0.38768, -0.77804, 2.18556)  0.091
H (-0.41074, 0.74652, 1.83691)  0.098
H (-1.19351, -0.70982, -0.35627)  0.054
H (-3.01877, -1.26049, 1.71569)  0.087
C (-1.34648, -0.47527, -4.97092)  -0.056
C (-1.74318, 0.07866, -3.61370)  -0.486
C (-1.80088, 1.59605, -3.59617)  -0.046
O (-0.85522, -0.39893, -2.59505)  -0.069
H (-0.35327, -0.11217, -5.25078)  0.083
H (-1.32013, -1.56467, -4.94847)  0.079
H (-2.04956, -0.15851, -5.74220)  0.081
H (-2.71693, -0.32232, -3.32996)  0.129
H (-0.81699, 2.01601, -3.82592)  0.076
H (-2.10268, 1.95270, -2.61041)  0.068
H (-2.51254, 1.96895, -4.33480)  0.085
H (0.03192, -0.08401, -2.80790)  0.090
C (1.81384, -7.22283, -0.70786)  -0.063
C (0.69041, -6.75963, 0.20523)  -0.505
C (-0.65968, -6.77920, -0.49354)  -0.064
O (0.96603, -5.46491, 0.73684)  -0.102
H (1.88989, -6.56036, -1.57504)  0.081
H (2.76722, -7.20616, -0.18038)  0.078
H (1.63339, -8.23503, -1.07243)  0.079
H (0.65116, -7.40594, 1.08469)  0.137
H (-0.64788, -6.10261, -1.35307)  0.082
H (-1.44704, -6.45232, 0.18569)  0.075
H (-0.90325, -7.77950, -0.85439)  0.079
H (1.01020, -4.84331, 0.00066)  0.051
C (2.66127, 2.67026, 5.42155)  -0.061
C (1.70741, 2.62809, 4.23985)  -0.499
C (0.25407, 2.53726, 4.67523)  -0.057
O (2.03824, 1.55641, 3.35511)  -0.064
H (2.56149, 1.75853, 6.01767)  0.082
H (3.69313, 2.74344, 5.07917)  0.079
H (2.44664, 3.52084, 6.06973)  0.080
H (1.84513, 3.52552, 3.63254)  0.136
H (0.08973, 1.62028, 5.24881)  0.084
H (-0.40691, 2.52117, 3.80843)  0.072
H (-0.02176, 3.38305, 5.30633)  0.081
H (1.94145, 0.72955, 3.84155)  0.089
C (1.21410, 5.34401, -1.77591)  -0.059
C (0.60236, 3.95525, -1.85502)  -0.499
C (0.00761, 3.50709, -0.53236)  -0.056
O (1.55816, 3.00128, -2.32804)  -0.060
H (2.02406, 5.35554, -1.04048)  0.081
H (1.62471, 5.63980, -2.74114)  0.079
H (0.47164, 6.08226, -1.47003)  0.080
H (-0.17661, 3.94900, -2.62077)  0.123
H (0.78649, 3.47016, 0.23699)  0.084
H (-0.42576, 2.51454, -0.62471)  0.042
H (-0.77560, 4.18645, -0.19359)  0.089
H (2.26741, 2.94816, -1.67714)  0.086

(2)
The following is a quantum chemistry calculation of a 11-piece molecular cluster, C15H39ClN14O21P overall, from the Open Molecules 2025 dataset.

The value obtained for the calculated total energy is -3741.9514 hartree. The highest occupied orbital energy comes out at -11.995 eV. As for the spin multiplicity: 1. Its HOMO-LUMO gap is 0.311 hartree. As for the charge: +1.

Last column: Löwdin charge in e.
CARTESIAN COORDINATES (ANGSTROEM)
C (-0.00421, 3.18582, -4.11382)  0.066
C (0.44450, 2.58875, -2.99752)  -0.087
N (0.59466, 1.17770, -2.93878)  -0.007
C (0.51726, 0.34678, -3.98951)  -0.044
N (0.72006, -0.89998, -3.60058)  0.151
C (0.90846, -0.85426, -2.27766)  -0.391
N (1.15312, -1.91515, -1.49383)  -0.068
P (1.30848, -3.58576, -2.03350)  0.569
O (0.64012, -4.33197, -0.75702)  -0.323
Cl (-0.10181, -3.90302, -3.51128)  0.253
N (0.83294, 0.41639, -1.83586)  0.016
C (1.00886, 0.89688, -0.47316)  0.026
H (0.47836, 4.08255, -4.47955)  0.080
H (-0.84950, 2.77516, -4.65706)  0.081
H (0.67053, 3.12650, -2.08500)  0.115
H (0.33850, 0.60867, -5.02048)  0.126
H (1.29353, -1.74323, -0.50031)  0.075
H (-0.32533, -4.22459, -0.78005)  0.056
H (0.08496, 0.86229, 0.09909)  0.093
H (1.78840, 0.30615, -0.00358)  0.044
H (1.39991, 1.91028, -0.53294)  0.098
C (-3.91611, 0.17094, -0.27461)  0.047
N (-2.95818, 0.74752, 0.70161)  -0.442
O (-2.84847, 1.95684, 0.75292)  0.048
O (-2.34050, -0.03104, 1.39943)  0.054
H (-4.39031, 0.98230, -0.81304)  0.103
H (-3.35729, -0.47377, -0.94820)  0.099
H (-4.64627, -0.39671, 0.29087)  0.070
C (-3.20690, 3.60971, 3.51887)  0.046
N (-2.72672, 4.03105, 4.86224)  -0.433
O (-3.19539, 3.47543, 5.83288)  0.074
O (-1.88631, 4.90863, 4.89468)  0.056
H (-3.94394, 2.82535, 3.64524)  0.092
H (-3.64111, 4.48087, 3.03784)  0.107
H (-2.34723, 3.24962, 2.96348)  0.083
C (5.88318, 0.83498, -0.66937)  0.069
N (4.68515, 0.01612, -0.33480)  -0.422
O (3.82088, 0.52234, 0.36574)  0.024
O (4.63250, -1.10994, -0.77258)  0.075
H (5.77398, 1.80523, -0.19990)  0.100
H (6.75100, 0.30653, -0.28640)  0.113
H (5.93550, 0.92056, -1.75018)  0.068
C (4.46106, -0.21282, -5.31394)  0.039
N (5.47192, 0.39757, -4.41401)  -0.445
O (5.52955, 1.60928, -4.35072)  0.068
O (6.17177, -0.36649, -3.78141)  0.061
H (3.91082, 0.58257, -5.80475)  0.097
H (4.98909, -0.82616, -6.03660)  0.101
H (3.80728, -0.82411, -4.69928)  0.077
C (-6.74630, -0.51030, 3.80399)  0.047
N (-6.46968, -0.42845, 2.34766)  -0.428
O (-6.72894, -1.38746, 1.65558)  0.084
O (-5.98891, 0.61127, 1.92889)  0.033
H (-7.16300, -1.48653, 4.02056)  0.096
H (-5.80995, -0.36660, 4.32008)  0.066
H (-7.45286, 0.28061, 4.04275)  0.107
C (3.65469, -4.90523, -4.44948)  0.029
N (4.00064, -4.18986, -5.70715)  -0.427
O (4.65239, -4.75172, -6.54850)  0.111
O (3.58037, -3.04262, -5.78030)  0.003
H (4.07166, -5.90553, -4.46830)  0.102
H (4.07127, -4.32097, -3.63504)  0.088
H (2.57114, -4.92706, -4.39884)  0.047
C (1.24738, -2.21572, -8.11647)  0.057
N (0.62591, -0.86940, -8.25544)  -0.443
O (0.62075, -0.35157, -9.34370)  0.100
O (0.16059, -0.37228, -7.24143)  0.020
H (1.61966, -2.53027, -9.08406)  0.102
H (2.05453, -2.12302, -7.39558)  0.071
H (0.48131, -2.89423, -7.75284)  0.104
C (-3.92854, -2.91952, 7.10093)  0.056
N (-4.70693, -2.67461, 5.85617)  -0.433
O (-4.44126, -1.68228, 5.20139)  0.036
O (-5.56162, -3.48132, 5.57179)  0.084
H (-3.20933, -2.11811, 7.21874)  0.095
H (-4.63420, -2.94033, 7.92583)  0.105
H (-3.43475, -3.87999, 6.98966)  0.104
C (-1.07904, 5.14813, 7.72091)  0.016
N (-0.56900, 5.57812, 9.05345)  -0.454
O (-1.02107, 5.02990, 10.03714)  0.066
O (0.27142, 6.45323, 9.06204)  0.061
H (-1.81537, 4.36906, 7.86857)  0.077
H (-1.51985, 6.01444, 7.24186)  0.093
H (-0.23050, 4.78422, 7.15134)  0.096
C (1.68500, -0.27416, 3.53367)  0.068
N (0.94080, -1.28496, 2.73549)  -0.415
O (0.43765, -2.21264, 3.31197)  0.117
O (0.89004, -1.10023, 1.52665)  -0.005
H (1.64535, -0.56654, 4.57586)  0.101
H (2.70701, -0.25902, 3.16523)  0.099
H (1.20074, 0.68521, 3.37531)  0.105

(3)
The following is a quantum chemistry calculation of C15H40AsF6O13 as an isolated structure, from the Open Molecules 2025 dataset.

The value obtained for the calculated total energy is -4408.8063 hartree. The highest occupied orbital energy comes out at -7.542 eV. As for the spin multiplicity: 1. Its HOMO-LUMO gap is 0.352 hartree. As for the charge: -1.

Last column: Löwdin charge in e.
CARTESIAN COORDINATES (ANGSTROEM)
As (-0.88238, -1.04085, 0.66265)  0.726
F (-1.26493, -0.42246, -0.94363)  -0.249
F (-2.42458, -1.82059, 0.64941)  -0.230
F (-0.43807, -1.69848, 2.18360)  -0.223
F (0.63883, -0.22959, 0.57987)  -0.226
F (-1.62772, 0.37152, 1.33000)  -0.229
F (-0.21692, -2.43239, -0.11437)  -0.242
C (-4.33510, -0.58225, -2.11526)  -0.175
O (-3.18261, -0.06560, -2.72986)  -0.130
H (-5.17253, 0.11941, -2.15363)  0.071
H (-4.63444, -1.50201, -2.63742)  0.076
H (-4.20060, -0.87010, -1.06777)  0.067
H (-2.43858, -0.17072, -2.12210)  0.018
C (0.02616, -1.56044, 5.12919)  -0.174
O (0.67861, -2.32045, 6.13600)  -0.121
H (-0.72407, -2.12329, 4.58275)  0.060
H (-0.51188, -0.69855, 5.54412)  0.079
H (0.74987, -1.21497, 4.38746)  0.066
H (1.33057, -1.74745, 6.54557)  0.066
C (0.50299, 3.47093, -1.20900)  -0.131
O (0.00945, 2.37262, -1.97999)  -0.142
H (-0.19138, 4.31200, -1.23390)  0.081
H (0.62384, 3.12042, -0.18004)  0.059
H (1.45721, 3.81469, -1.60610)  0.077
H (-0.95568, 2.42881, -1.88602)  0.043
C (-1.19813, -5.22861, -1.66710)  -0.175
O (-0.91155, -4.78651, -2.98758)  -0.121
H (-1.92509, -4.55250, -1.20690)  0.071
H (-1.71199, -6.19081, -1.71796)  0.075
H (-0.30279, -5.34334, -1.05637)  0.075
H (-0.27384, -4.07074, -2.91804)  0.062
C (-3.71131, 2.39686, -0.11941)  -0.142
O (-2.45752, 2.27515, -0.74947)  -0.145
H (-4.46109, 2.76717, -0.82375)  0.081
H (-4.09568, 1.41988, 0.18526)  0.077
H (-3.67114, 3.10967, 0.70847)  0.079
H (-1.91208, 1.66061, -0.24690)  0.037
C (-1.69645, -4.77460, 2.22851)  -0.163
O (-3.01726, -4.31238, 2.47415)  -0.128
H (-1.72478, -5.85851, 2.16437)  0.076
H (-1.33868, -4.41207, 1.25680)  0.046
H (-0.99914, -4.38539, 2.97345)  0.070
H (-3.01056, -3.35114, 2.44551)  0.051
C (-0.68628, 0.67141, -4.84599)  -0.150
O (-0.96536, -0.61671, -5.41985)  -0.125
H (-1.52058, 1.32138, -5.13225)  0.079
H (-0.65632, 0.68074, -3.75669)  0.047
H (0.24543, 1.08984, -5.21653)  0.076
H (-1.56921, -1.01018, -4.78159)  0.055
C (2.25920, -1.52168, -2.25137)  -0.018
C (2.17229, -0.02290, -2.38022)  -0.301
C (3.13538, 0.78916, -1.48306)  -0.100
O (3.70825, 1.74640, -2.34712)  0.057
C (3.34501, 1.48388, -3.63232)  -0.565
O (3.68721, 2.14308, -4.55740)  0.154
O (2.59062, 0.37547, -3.69754)  0.085
H (1.57159, -1.93225, -1.51095)  0.057
H (3.22932, -1.96713, -2.01628)  0.084
H (1.95147, -1.94706, -3.21198)  0.090
H (1.14937, 0.29927, -2.18718)  0.112
H (3.88997, 0.12815, -1.05139)  0.126
H (2.56297, 1.22333, -0.66343)  0.109
C (1.56338, 2.17597, 2.71263)  -0.018
C (2.61558, 2.69265, 3.66477)  -0.299
C (3.88595, 3.21259, 2.98896)  -0.091
O (4.06380, 4.51363, 3.53452)  0.060
C (3.00725, 4.85753, 4.31553)  -0.572
O (2.91065, 5.91439, 4.84860)  0.156
O (2.12529, 3.84817, 4.39360)  0.082
H (1.15924, 3.02461, 2.16305)  0.089
H (0.79188, 1.61371, 3.23056)  0.084
H (2.06486, 1.49083, 2.02543)  0.079
H (2.80690, 1.97227, 4.46321)  0.150
H (3.74762, 3.27523, 1.90819)  0.131
H (4.76033, 2.60126, 3.19952)  0.132

(4)
The following is a quantum chemistry calculation of C15H40N6O8P as an isolated structure, from the Open Molecules 2025 dataset.

The value obtained for the calculated total energy is -1867.2657 hartree. The highest occupied orbital energy comes out at -11.519 eV. As for the spin multiplicity: 1. Its HOMO-LUMO gap is 0.331 hartree. As for the charge: +1.

Last column: Löwdin charge in e.
CARTESIAN COORDINATES (ANGSTROEM)
C (-3.03577, 5.19314, 0.67921)  -0.021
C (-1.67836, 5.81037, 0.35663)  -0.426
O (-1.85480, 7.19307, 0.11928)  -0.017
C (-1.07080, 5.13450, -0.87808)  -0.131
O (0.37910, 4.93574, -0.76982)  -0.370
P (1.06678, 3.90605, 0.19471)  1.008
H (-3.67291, 5.93692, 1.15444)  0.096
H (-2.92149, 4.35079, 1.36736)  0.089
H (-3.53580, 4.79376, -0.20508)  0.053
H (-0.98780, 5.68631, 1.20290)  0.122
H (-1.06983, 7.70122, 0.34214)  0.103
H (-1.51737, 4.16555, -1.11588)  0.123
H (-1.18295, 5.80170, -1.73035)  0.139
H (2.40577, 4.22557, 0.11416)  0.053
H (0.79593, 2.63079, -0.28270)  0.043
H (0.55282, 4.04640, 1.47311)  0.036
O (2.25804, 2.48141, 1.57935)  -0.164
C (2.47131, 1.30478, 1.91998)  -0.532
N (1.68544, 0.63891, 2.76449)  0.211
C (3.59394, 0.48237, 1.36603)  0.011
H (1.90559, -0.33107, 2.93264)  0.101
H (0.83159, 1.01937, 3.13779)  0.126
H (4.55868, 0.95531, 1.54799)  0.104
H (3.48248, 0.40083, 0.28507)  0.080
H (3.60644, -0.52326, 1.77810)  0.076
O (1.64457, -2.81534, 1.93810)  -0.016
C (0.61922, -2.73088, 1.26656)  -0.576
N (-0.60180, -2.69737, 1.82437)  0.177
C (0.68586, -2.64485, -0.23676)  -0.004
H (-1.45011, -2.61051, 1.29391)  0.087
H (-0.71158, -2.77566, 2.82135)  0.099
H (1.16375, -3.54258, -0.62927)  0.064
H (1.31043, -1.79209, -0.50890)  0.083
H (-0.28984, -2.54471, -0.70966)  0.080
O (1.86569, -4.67065, -2.54161)  0.023
C (2.76575, -4.32021, -3.28300)  -0.592
N (2.74136, -3.13312, -3.94118)  0.171
C (3.98059, -5.18521, -3.52437)  -0.012
H (3.48169, -2.85177, -4.55591)  0.099
H (1.94244, -2.53514, -3.82263)  0.107
H (3.64596, -6.14282, -3.92031)  0.092
H (4.46171, -5.37785, -2.56609)  0.063
H (4.70283, -4.74483, -4.20952)  0.077
O (-3.21267, -2.39596, 2.90026)  0.006
C (-3.87672, -2.78401, 3.85047)  -0.586
N (-3.78749, -4.04803, 4.32223)  0.168
C (-4.84966, -1.87267, 4.55667)  -0.003
H (-4.34273, -4.36398, 5.09554)  0.103
H (-3.17403, -4.70005, 3.86361)  0.113
H (-5.57486, -1.51589, 3.82688)  0.090
H (-4.30534, -1.00684, 4.93068)  0.087
H (-5.37423, -2.35069, 5.38146)  0.075
O (4.51274, -1.44958, -0.82744)  0.003
C (4.66596, -2.64377, -0.60478)  -0.582
N (3.90692, -3.34507, 0.26763)  0.192
C (5.74786, -3.42897, -1.31147)  -0.012
H (4.06942, -4.32318, 0.42162)  0.109
H (3.14388, -2.92040, 0.78073)  0.047
H (6.70994, -2.96630, -1.09589)  0.090
H (5.58270, -3.35102, -2.38563)  0.067
H (5.78288, -4.47900, -1.02599)  0.072
O (-5.16033, 3.48417, -1.22406)  0.021
C (-4.97858, 3.19082, -2.39188)  -0.598
N (-4.58693, 1.94550, -2.76999)  0.156
C (-5.18675, 4.18958, -3.50565)  -0.002
H (-4.48621, 1.69356, -3.73537)  0.096
H (-4.50100, 1.23623, -2.06224)  0.107
H (-4.54247, 5.05078, -3.33125)  0.083
H (-6.21582, 4.54236, -3.45672)  0.092
H (-4.99104, 3.78750, -4.49796)  0.073